Version i
C5H6O3 as an isolated structure, computed with ωB97M-V/def2-TZVPD.

Each line ends with the natural charge from an NBO analysis.
CARTESIAN COORDINATES (ANGSTROEM)
C -1.0243 1.4588 -0.3264  -0.6530
C -0.3916 0.1035 -0.0195  0.3863
C 1.6562 -0.2137 0.7985  -0.0286
C 1.6577 -0.6049 -0.4372  0.0573
C -1.2284 -1.0729 0.0891  0.4099
H -0.2036 2.2814 -0.1649  0.2352
H -1.7274 1.4187 0.5478  0.2481
H -1.4067 1.5772 -1.4197  0.2452
H 2.2617 -0.2417 1.7081  0.2366
H 2.4604 -1.5240 -1.0710  0.2360
H -0.4538 -1.9955 -0.0887  0.1316
O 0.3267 0.2088 1.2325  -0.4981
O 0.5115 -0.3604 -1.1666  -0.5129
O -2.4384 -1.0354 0.3179  -0.4936

Properties
- Frontier orbital gap: 0.3482 Eh
- E_LUMO: 0.55 eV
- HOMO level: -0.328 Eh

Version ii
One molecule with the formula C5H6O3, computed with ωB97M-V/def2-TZVPD.

Each line ends with the natural charge from an NBO analysis.
CARTESIAN COORDINATES (ANGSTROEM)
C 0.0198 -1.9589 -1.2343  -0.2533
O 0.4935 -0.6476 -1.4875  -0.5029
C -0.3504 0.4545 -1.0121  0.4715
C -0.9890 0.3423 0.2428  -0.3470
C -0.1659 0.9990 1.1380  0.1944
O -0.3964 1.1546 2.4636  -0.6579
C 0.9342 1.4462 0.3839  0.0724
O 0.6307 1.4730 -0.9192  -0.4345
H -0.2629 -2.0634 -0.1845  0.1742
H 0.8315 -2.6506 -1.5079  0.1985
H -0.8320 -2.1973 -1.8784  0.1731
H -1.8288 -0.2847 0.4775  0.2354
H 0.1555 1.8723 2.8186  0.4870
H 1.7602 2.0606 0.6993  0.1891

Properties
- Frontier orbital gap (spin up / spin down): 0.2880 / 0.2862 Eh
- SMILES: COc1cc(O)co1
- E_LUMO (spin up / spin down): 0.06 / -0.19 eV
- HOMO level (spin up / spin down): -0.286 / -0.293 Eh

Version iii
One molecule with the formula C5H6O3, computed with ωB97M-V/def2-TZVPD.

Each line ends with the natural charge from an NBO analysis.
CARTESIAN COORDINATES (ANGSTROEM)
O -1.8350 1.3694 0.3621  -0.5008
C -0.8461 0.8230 -0.0126  0.5926
C 0.5902 1.3251 -0.0303  -0.5535
C 1.3913 0.1030 0.1671  0.0424
O 0.8199 -0.7018 1.2249  -0.5062
C 0.6170 -1.0605 -0.1611  0.0265
C -0.8864 -0.6212 -0.6099  -0.0183
O -1.8664 -1.3852 -0.0026  -0.6803
H 0.8303 1.8016 -0.9785  0.2448
H 0.7174 1.8444 0.8965  0.2461
H 2.4903 0.2350 0.3686  0.2173
H 1.0174 -2.0017 -0.3559  0.2051
H -1.0669 -0.6920 -1.7276  0.2067
H -1.9732 -1.0392 0.8594  0.4777

Properties
- Frontier orbital gap: 0.3866 Eh
- SMILES: O=C1C[C@H]2O[C@H]2[C@H]1O
- E_LUMO: 0.78 eV
- HOMO level: -0.358 Eh

It comes down to version iii, which is 206.1 kJ/mol more stable than the next structure.